The following is a DFT calculation (the ωB97M-V functional and the def2-TZVPD basis) of a cluster of 2 separate species, C2H5NO3 in total at a distorted geometry.

CARTESIAN COORDINATES (ANGSTROEM)
1 C -1.098 0.110 -0.055
2 C 0.283 -0.431 0.017
3 N 1.393 0.256 0.500
4 O -1.341 1.396 0.009
5 O -1.968 -0.725 -0.010
6 O 0.227 -1.725 0.191
7 H 0.073 -0.059 -1.636
8 H -0.556 1.966 0.011
9 H 1.282 1.254 0.320
10 H 2.379 -0.126 0.540
11 H -0.675 -1.914 0.112

Charge: 0
Energy above the lowest of the compared OMol25 structures with the same formula, charge and spin (kJ/mol): 288.1
DFT total energy (hartree): -359.599603

These are the natural (NBO) partial charges, in e, on atoms 1 to 2:
1. C 0.707
2. C 0.397